A structure of composition C34H43Br2IrN4S, computed with the ωB97M-V functional and the def2-TZVPD basis.

Calculated values
* lowest unoccupied orbital energy (alpha / beta): -5.891 / -7.396 eV
* net charge: +2
* 2S+1: 5

The geometry in XYZ format:
```
85
Properties=species:S:1:pos:R:3:mulliken_spin:R:1
Ir 0.44562 -0.04294 0.16157 2.2956
C -0.61874 1.76473 -0.64555 0.2582
C -0.31368 1.40829 -1.98413 0.1319
C -1.54248 0.80301 -2.57262 0.3047
C -2.52431 0.91797 -1.60688 0.0119
C -2.06532 1.56141 -0.46539 -0.0271
C -2.96486 2.12658 0.60028 0.1284
C -3.80156 0.99768 1.21742 0.0495
C -2.19279 2.86005 1.69164 0.0272
C -3.90698 3.13178 -0.09039 0.0577
C -1.92297 0.32899 -3.97817 0.0433
C -2.39356 1.56325 -4.77099 0.0473
C -3.13638 -0.62128 -3.88904 0.0088
C -0.83376 -0.39691 -4.76840 0.0251
C 1.02637 1.75654 -2.60704 0.0826
C 0.80637 2.60054 -3.87624 0.0444
C 1.83537 0.49159 -2.91562 0.1004
C 1.87253 2.61220 -1.65751 0.0178
H -0.10507 2.59698 -0.17984 0.0238
H -3.54515 0.60499 -1.74591 0.0085
H -3.17877 0.28496 1.75824 -0.0065
H -4.36718 0.45817 0.45980 -0.0027
H -4.51810 1.42098 1.92219 0.0031
H -1.54572 2.18313 2.24730 -0.0146
H -2.89296 3.29096 2.40710 -0.0014
H -1.60465 3.68571 1.28525 -0.0013
H -4.56071 2.64208 -0.81121 0.0004
H -3.35051 3.91410 -0.60718 -0.0037
H -4.53490 3.60807 0.66328 0.0027
H -3.22046 2.05571 -4.25921 -0.0023
H -2.74545 1.24438 -5.75167 0.0032
H -1.60580 2.29575 -4.91910 -0.0072
H -4.06375 -0.08405 -3.69670 0.0004
H -3.03494 -1.38544 -3.11790 0.0003
H -3.26089 -1.13353 -4.84147 -0.0006
H 0.01860 0.22927 -5.01713 0.0021
H -1.26559 -0.72842 -5.71192 0.0003
H -0.46496 -1.28564 -4.25158 -0.0153
H 0.36505 2.03956 -4.69317 0.0027
H 1.77089 2.97431 -4.21832 0.0009
H 0.17226 3.46168 -3.66600 -0.0024
H 1.32262 -0.19950 -3.57158 -0.0167
H 2.08694 -0.04300 -1.99225 -0.0573
H 2.77846 0.77412 -3.38422 0.0078
H 1.41324 3.58196 -1.46589 0.0042
H 2.83739 2.79682 -2.12839 -0.0028
H 2.07405 2.12280 -0.69641 0.0094
Br 0.94519 -5.94941 -3.07757 0.0018
C 0.69992 -4.37223 -2.12736 0.0049
C -0.43977 -3.60506 -2.31721 0.0076
C -0.56889 -2.43413 -1.59673 0.0273
N 0.35035 -2.02034 -0.72224 0.0535
C 1.45140 -2.77080 -0.52949 0.0083
C 1.66497 -3.94720 -1.22015 -0.0024
C 2.43742 -2.23784 0.44283 0.0116
C 3.29757 -3.06361 1.14353 -0.0015
C 4.19167 -2.48647 2.03470 0.0153
Br 5.34882 -3.55807 3.01561 0.0033
C 4.21096 -1.10412 2.18883 -0.0053
C 3.30258 -0.35412 1.47137 0.0139
N 2.42350 -0.90169 0.62446 0.0266
H -1.21139 -3.90047 -3.01152 0.0006
H -1.43552 -1.79925 -1.70585 -0.0154
H 2.57207 -4.51422 -1.07798 0.0012
H 3.26052 -4.13573 1.01943 0.0005
H 4.91192 -0.62489 2.85525 0.0008
H 3.26681 0.72169 1.56354 0.0041
N 1.08902 1.93102 2.88358 0.0298
C 0.72635 0.73058 3.38117 -0.0061
S -0.26922 -0.32357 2.45902 0.2312
N 1.20068 0.41004 4.57728 0.0135
C 1.18317 -0.80283 5.34617 -0.0076
C 2.20949 -0.91029 6.27886 0.0006
C 2.28890 -2.02865 7.08820 -0.0007
C 1.34196 -3.03760 6.96780 0.0014
C 0.31603 -2.90766 6.04690 0.0038
C 0.21851 -1.78836 5.22874 0.0157
H 0.54761 2.30666 2.11864 0.0221
H 1.58624 2.59831 3.45387 -0.0025
H 1.76171 1.12621 5.02795 -0.0012
H 2.94734 -0.12388 6.37514 -0.0001
H 3.08466 -2.10671 7.81423 0.0000
H 1.39699 -3.91081 7.60016 0.0002
H -0.43969 -3.67625 5.96872 0.0001
H -0.61267 -1.69865 4.55109 0.0007
```


A structure of composition C34H43CrN5OS at a distorted geometry, computed with the ωB97M-V functional and the def2-TZVPD basis.

Calculated values
* lowest unoccupied orbital energy (alpha / beta): 2.619 / 2.504 eV
* net charge: -1
* 2S+1: 4

The geometry in XYZ format:
```
85
Properties=species:S:1:pos:R:3:mulliken_spin:R:1
Cr -0.10548 0.34740 -0.58508 3.0655
N 3.67985 2.36342 -1.66163 0.0010
C 2.41978 1.86518 -1.40348 0.0118
S 2.31132 0.28622 -0.70219 -0.0331
N 1.42255 2.61510 -1.74230 0.0092
N 0.16484 2.08335 -1.50451 -0.0972
C -0.76218 2.72251 -2.14949 0.0428
C -2.16875 2.49485 -2.07978 0.0350
C -3.00571 3.36311 -2.80620 0.0058
C -4.37317 3.23901 -2.79572 -0.0011
C -4.95505 2.22163 -2.02868 0.0090
C -4.17127 1.35396 -1.30824 0.0019
C -2.75738 1.43254 -1.32598 0.0035
O -2.07282 0.54692 -0.68977 -0.0224
H 4.40890 1.95532 -1.10299 0.0004
H 3.71682 3.36629 -1.76017 -0.0001
H -0.41951 3.52800 -2.79562 -0.0062
H -2.53943 4.15129 -3.38876 -0.0007
H -4.98595 3.92400 -3.36727 0.0003
H -6.03251 2.10763 -2.01229 0.0004
H -4.60931 0.55757 -0.71953 -0.0005
C 3.51037 -0.16626 3.05589 0.0016
C 2.01744 -0.49168 3.19004 0.0252
C 1.80424 -1.50807 4.31544 0.0005
C 1.20844 0.77841 3.38070 0.0079
C 1.48640 1.59435 4.46854 -0.0052
C 0.89356 2.83760 4.61285 0.0073
C 0.03581 3.28531 3.62098 -0.0061
C -0.28610 2.49708 2.52446 -0.0995
C -1.26845 3.03392 1.50236 0.0465
C -0.76508 4.33332 0.86732 -0.0024
C -2.66001 3.22577 2.11125 -0.0011
C 0.25812 1.19534 2.41501 0.0280
N -0.13624 0.33272 1.39807 -0.0469
C -0.63577 -0.91174 1.75973 0.0055
C -0.67987 -1.89632 0.83945 0.0563
N -0.23289 -1.59187 -0.43516 0.0114
C 0.10184 -2.58406 -1.33215 -0.0222
C 0.77380 -3.76697 -0.92859 0.0103
C 0.90337 -4.81639 -1.82895 -0.0107
C 0.45566 -4.71064 -3.13527 0.0149
C -0.05458 -3.49514 -3.57066 -0.0123
C -0.20515 -2.42295 -2.70743 -0.0092
C -0.72285 -1.09754 -3.23467 0.0402
C -2.23908 -1.14054 -3.41849 0.0026
C -0.00541 -0.64800 -4.50618 0.0037
C 1.53177 -3.82034 0.38808 -0.0161
C 1.13598 -4.99937 1.27666 -0.0006
C 3.04019 -3.83388 0.10003 0.0013
H 4.07333 -1.08227 2.85735 0.0000
H 3.90415 0.28581 3.96948 0.0000
H 3.67647 0.52272 2.22627 -0.0010
H 1.70949 -0.95413 2.25427 -0.0118
H 2.13363 -1.10364 5.27586 -0.0001
H 2.37772 -2.41565 4.11044 0.0004
H 0.75199 -1.78203 4.40295 -0.0007
H 2.20044 1.26256 5.21574 0.0001
H 1.10878 3.45499 5.47679 0.0008
H -0.42264 4.26374 3.71930 -0.0004
H -1.36150 2.29546 0.71475 -0.0149
H -0.67763 5.12827 1.61109 0.0003
H -1.45850 4.66741 0.09000 -0.0002
H 0.21144 4.18214 0.40334 0.0008
H -2.65460 4.01825 2.86400 0.0000
H -2.99876 2.30143 2.58210 -0.0005
H -3.37960 3.49250 1.33237 0.0004
H -1.01263 -1.05558 2.76871 0.0064
H -1.08311 -2.88059 1.06052 0.0148
H 1.38992 -5.73335 -1.51110 -0.0005
H 0.55179 -5.54417 -3.82036 0.0020
H -0.34409 -3.38964 -4.61088 0.0000
H -0.49246 -0.32847 -2.48627 -0.0593
H -2.50812 -1.94396 -4.10776 0.0002
H -2.62069 -0.19380 -3.80931 0.0008
H -2.71931 -1.33134 -2.45811 -0.0027
H -0.23750 -1.30652 -5.34474 -0.0001
H 1.07519 -0.64657 -4.35392 0.0009
H -0.31410 0.36550 -4.77351 -0.0009
H 1.32674 -2.90478 0.93964 0.0092
H 1.36195 -5.95443 0.79548 0.0001
H 0.06767 -4.97564 1.49854 -0.0007
H 1.68405 -4.95625 2.22093 0.0006
H 3.31896 -4.69656 -0.50910 0.0001
H 3.60767 -3.87102 1.03431 -0.0001
H 3.32277 -2.92774 -0.43880 0.0001
```


A cluster of 5 separate species, C34H43N10O8 in total at a distorted geometry, computed with the ωB97M-V functional and the def2-TZVPD basis.

Calculated values
* lowest unoccupied orbital energy: -3.303 eV
* net charge: +1
* 2S+1: 1

The geometry in XYZ format:
```
95
Properties=species:S:1:pos:R:3:mulliken_charge:R:1
C 1.25816 4.00256 1.39808 -1.1373
C 1.22774 4.97560 0.21283 -0.9547
C 0.81696 4.35817 -1.11741 1.4737
C -0.68243 4.02571 -1.23161 -1.7853
C -1.19923 2.75149 -0.54544 -0.0776
C -0.94047 1.43603 -1.34057 -0.7976
C -0.19252 0.45517 -0.42954 -0.5866
N 0.21990 -0.78625 -1.12964 -0.1229
C 1.61990 -0.76669 -1.40928 0.4012
N 2.54557 -1.02361 -0.57876 -0.8470
N 1.91684 -0.42411 -2.72260 -0.4868
C 1.84300 3.21632 -1.47520 -0.4078
N 2.30324 3.54559 -2.87716 0.1377
C 1.35811 4.36963 -3.31650 -0.2127
N 0.75125 4.32237 -4.48778 -0.1755
N 1.06589 5.28940 -2.28268 -0.4150
H 0.27525 3.86744 1.84628 0.3479
H 1.90538 4.42131 2.16922 0.4053
H 1.64981 3.01292 1.15215 0.2466
H 0.48352 5.74201 0.45042 0.4574
H 2.18861 5.49057 0.12601 0.4061
H -1.03906 4.00899 -2.26332 0.3683
H -1.19254 4.86721 -0.75321 0.4177
H -2.28638 2.84670 -0.51984 0.4617
H -0.89019 2.64651 0.49289 0.1607
H -0.29407 1.68767 -2.19146 0.3767
H -1.87243 0.99066 -1.68109 0.5770
H 0.68091 0.93610 0.02263 0.2374
H -0.90320 0.16031 0.34290 0.3229
H 0.01700 -1.57497 -0.52138 0.2672
H 2.13861 -1.25162 0.32427 0.2995
H 2.88663 -0.16029 -2.83705 0.3060
H 1.27236 0.24320 -3.11962 0.2387
H 1.49479 2.18931 -1.48809 -0.5726
H 2.72152 3.28821 -0.83196 0.4467
H 2.49058 2.72279 -3.44598 0.3033
H 0.46806 5.14743 -4.99284 0.2996
H 0.49273 3.42666 -4.87136 0.2508
H 1.94063 5.79124 -2.12618 0.4098
C -4.50232 -3.07005 1.44321 -0.4690
C -3.49434 -2.27579 0.91300 -0.5512
C -3.66624 -0.90504 0.82120 0.3213
C -4.84962 -0.34732 1.26289 -0.1651
C -5.87083 -1.12260 1.78367 -0.5547
C -5.69095 -2.49435 1.87405 -0.3578
N -5.01707 1.11210 1.18564 0.9932
O -4.09681 1.76272 0.71622 -0.6397
O -6.04982 1.58864 1.59947 -0.5961
H -4.35833 -4.13483 1.51555 0.3359
H -2.57069 -2.72454 0.57381 0.5151
H -2.88644 -0.28390 0.41126 0.2327
H -6.79169 -0.66979 2.12028 0.4621
H -6.47294 -3.11619 2.28339 0.4569
C -2.95828 -9.29889 4.41869 -0.5179
C -3.71809 -9.45202 3.26604 -0.4753
C -4.46954 -8.39258 2.78378 -0.3142
C -4.44246 -7.19092 3.46766 0.1182
C -3.69743 -7.02039 4.62040 -0.3106
C -2.95123 -8.08620 5.09647 -0.4995
N -5.21976 -6.05636 2.94770 1.0031
O -5.87844 -6.23012 1.94199 -0.5822
O -5.15154 -4.99991 3.54683 -0.5736
H -2.36962 -10.12751 4.78991 0.4047
H -3.72375 -10.39721 2.74121 0.3923
H -5.06266 -8.50613 1.88848 0.4624
H -3.69430 -6.07464 5.14188 0.4667
H -2.36200 -7.97025 5.99584 0.4226
C 7.67022 6.68690 -6.22240 -0.4528
C 6.52576 7.47112 -6.29793 -0.5337
C 5.39582 7.11965 -5.58003 -0.2878
C 5.43649 5.98224 -4.79091 0.3109
C 6.56551 5.18476 -4.70733 -0.2933
C 7.68845 5.54428 -5.43185 -0.5379
N 4.25418 5.61832 -4.01098 1.0839
O 3.25705 6.32158 -4.10823 -0.6520
O 4.30151 4.63606 -3.29504 -0.5776
H 8.55269 6.96825 -6.78115 0.3937
H 6.51558 8.35867 -6.91472 0.3844
H 4.50442 7.72653 -5.63543 0.4260
H 6.57686 4.29968 -4.08866 0.4274
H 8.58022 4.93590 -5.37766 0.3806
C 0.87792 -5.72349 4.82026 -0.4795
C 0.52080 -6.03052 3.51326 -0.6326
C 0.27375 -5.01478 2.60519 -0.2580
C 0.39346 -3.70187 3.02652 0.0318
C 0.74130 -3.37581 4.32530 -0.2216
C 0.98408 -4.39899 5.22611 -0.5738
N 0.15280 -2.62325 2.06476 1.1653
O -0.17333 -2.93452 0.92970 -0.7317
O 0.28808 -1.47625 2.43678 -0.5887
H 1.07569 -6.51988 5.52558 0.4448
H 0.43768 -7.06223 3.20072 0.4166
H -0.00414 -5.24773 1.58801 0.4813
H 0.82447 -2.34463 4.63487 0.4612
H 1.25945 -4.16365 6.24465 0.3924
```